# 1
ORCA calculation (ωB97M-V/def2-TZVPD) on a molecular structure, C16H11Cl8NO2PSSn at a distorted geometry.

```
41
Properties=species:S:1:pos:R:3:mulliken_charge:R:1
Sn -10.97 -5.83 12.58 1.047
Cl -8.47 -0.57 7.75 -0.244
C -8.78 -1.89 8.79 0.223
C -9.63 -1.76 9.87 -0.495
C -10.10 -2.83 10.61 0.416
Cl -11.36 -2.72 11.77 -0.143
C -9.62 -4.12 10.24 0.017
O -10.20 -5.25 10.69 -0.442
C -8.48 -4.25 9.38 0.101
Cl -7.49 -5.66 9.31 -0.205
C -8.15 -3.14 8.57 -0.447
H -9.85 -0.76 10.23 0.352
H -7.45 -3.26 7.67 0.255
Cl -12.92 -4.60 15.26 -0.251
C -11.21 -4.65 15.50 0.022
C -10.35 -5.19 14.58 -0.598
C -9.09 -5.72 15.06 0.103
Cl -7.89 -6.39 13.96 -0.240
C -8.78 -5.65 16.40 0.374
Cl -7.64 -6.68 17.09 -0.256
C -9.42 -4.67 17.23 -0.090
Cl -8.75 -4.17 18.77 -0.207
C -10.66 -4.20 16.77 0.305
Cl -11.53 -3.00 17.62 -0.249
S -15.49 -6.79 11.60 -0.473
C -13.99 -6.25 11.70 0.406
N -12.88 -5.82 11.62 -0.490
C -9.48 -10.19 12.18 -1.210
P -10.96 -9.19 12.16 1.059
C -11.74 -9.37 10.57 -1.061
C -12.13 -9.77 13.41 -1.231
O -10.46 -7.75 12.47 -0.550
H -9.69 -11.18 11.81 0.429
H -9.07 -10.24 13.18 0.342
H -8.82 -9.66 11.49 0.311
H -11.62 -10.36 10.12 0.421
H -11.37 -8.59 9.86 0.277
H -12.82 -9.19 10.65 0.336
H -12.36 -10.81 13.39 0.447
H -13.06 -9.21 13.47 0.335
H -11.59 -9.67 14.42 0.304
```

For the frontier orbital gap (alpha / beta), the calculation gives 0.134 / 0.149 hartree. Its molecular weight is 714.64 g/mol. The spin multiplicity is 1. Its total charge is -1. The total energy comes out at -148490.8388 eV. Its HOMO energy (alpha / beta) is -1.691 / -2.079 eV.

=====

# 2
ORCA calculation (ωB97M-V/def2-TZVPD) on C16H11FN4OS in the gas phase at a distorted geometry.

```
34
Properties=species:S:1:pos:R:3:mulliken_charge:R:1
O -2.78 -2.48 -0.48 -0.643
C -1.78 -2.27 0.14 0.378
N -1.58 -3.09 1.27 -0.190
C -0.74 -2.70 2.30 0.082
C -0.78 -3.36 3.53 -0.472
C 0.09 -2.98 4.55 0.089
F 0.06 -3.64 5.75 -0.319
C 0.95 -1.88 4.36 -0.606
C 0.98 -1.21 3.11 -0.777
C 0.15 -1.65 2.10 0.702
C 0.33 -1.13 0.70 -0.484
N -0.88 -1.26 -0.15 0.217
C -1.17 -0.24 -1.08 -0.103
C -2.39 0.16 -1.56 -0.315
S -2.14 1.53 -2.60 -0.242
C -0.41 1.50 -2.27 0.214
C 0.53 2.54 -2.69 1.000
C 0.13 3.57 -3.57 -0.485
C 1.00 4.53 -3.99 -0.302
N 2.26 4.64 -3.47 -0.626
C 2.71 3.66 -2.68 -0.231
C 1.88 2.60 -2.29 -0.290
N -0.10 0.53 -1.48 -0.422
H -2.32 -3.75 1.46 0.283
H -1.47 -4.18 3.75 0.377
H 1.59 -1.59 5.17 0.413
H 1.63 -0.38 2.98 0.455
H 1.22 -1.54 0.19 0.191
H 0.56 -0.06 0.83 0.450
H -3.35 -0.29 -1.25 0.425
H -0.87 3.62 -4.00 0.233
H 0.57 5.24 -4.70 0.324
H 3.76 3.70 -2.33 0.339
H 2.32 1.86 -1.59 0.335
```

For the frontier orbital gap, the calculation gives 0.300 hartree. Its molecular weight is 326.36 g/mol. The spin multiplicity is 1. Its total charge is 0. The total energy comes out at -38331.7096 eV. The structure (SMILES) is O=C1Nc2cc(F)ccc2CN1c1csc(-c2ccncc2)n1. Its HOMO energy is -8.486 eV.

=====

# 3
ORCA calculation (ωB97M-V/def2-TZVPD) on a molecular structure, C16H11InN3O2.

```
33
Properties=species:S:1:pos:R:3:mulliken_charge:R:1
In -2.42 -0.54 1.59 0.618
C -0.11 -4.31 -0.34 -0.888
C 1.28 -4.44 -0.25 -0.392
C 2.10 -3.34 -0.10 -0.983
C 1.51 -2.09 -0.03 0.380
C 0.12 -1.92 -0.11 0.532
C -0.69 -3.07 -0.27 -0.678
C 1.74 0.29 0.15 1.188
C 2.59 1.40 0.35 -1.058
C 2.06 2.64 0.40 -0.648
C 0.66 2.85 0.19 1.017
C 0.11 4.14 0.18 -0.724
C -1.22 4.32 -0.09 -0.732
C -2.02 3.22 -0.39 -0.733
C -1.50 1.94 -0.39 -0.966
C -0.16 1.75 -0.07 0.359
N 0.39 0.43 -0.01 0.245
H -0.73 -5.19 -0.47 0.455
H 1.73 -5.42 -0.30 0.410
H 3.18 -3.45 -0.02 0.408
H -1.76 -2.95 -0.35 0.619
H 3.65 1.23 0.48 0.384
H 2.69 3.50 0.58 0.464
H 0.76 4.98 0.38 0.407
H -1.65 5.32 -0.10 0.414
H -3.07 3.35 -0.64 0.474
H -2.13 1.11 -0.68 0.876
N 2.25 -0.94 0.14 0.050
C -0.49 -0.64 -0.05 -0.194
H 3.25 -1.03 0.27 0.273
O -4.07 0.02 0.01 -0.392
N -4.38 -1.15 -0.31 0.232
O -3.66 -2.01 0.25 -0.417
```

For the frontier orbital gap, the calculation gives 0.208 hartree. Its molecular weight is 392.10 g/mol. The spin multiplicity is 1. Its total charge is +1. The total energy comes out at -30500.5430 eV. Its HOMO energy is -10.633 eV.

=====

# 4
ORCA calculation (ωB97M-V/def2-TZVPD) on a molecular structure, C16H11N3O4PdS4.

```
39
Properties=species:S:1:pos:R:3:mulliken_charge:R:1
Pd -0.25 1.13 0.19 0.404
S -1.99 -0.56 0.07 -0.270
C -2.57 -0.30 -1.54 0.675
C -3.57 -1.24 -1.98 -0.299
N -4.36 -2.02 -2.30 -0.621
C -2.16 0.69 -2.39 0.685
S -0.98 1.90 -1.99 -0.337
C -2.72 0.75 -3.71 -0.106
N -3.15 0.80 -4.78 -0.613
O -0.98 2.29 1.89 -0.883
N 0.02 2.62 2.69 0.587
C -0.11 2.33 4.00 -0.154
C 0.84 2.69 4.92 -0.777
C 1.99 3.34 4.46 -0.029
C 2.13 3.59 3.12 -0.814
C 1.15 3.21 2.17 0.465
S 1.31 3.43 0.51 -0.458
H -1.02 1.80 4.23 0.404
H 0.70 2.43 5.96 0.359
H 2.77 3.63 5.15 0.332
H 3.02 4.06 2.72 0.345
C -1.11 -3.17 -3.47 -1.345
C -0.21 -2.64 -2.38 0.767
C 0.52 -1.48 -2.59 -0.009
C 1.32 -0.95 -1.59 -0.642
C 1.38 -1.58 -0.35 -0.119
C 0.67 -2.74 -0.13 -0.815
C -0.12 -3.27 -1.15 -0.535
S 2.21 -0.76 1.00 1.551
O 2.81 -1.81 1.82 -0.784
O 1.09 -0.08 1.72 -0.611
O 3.14 0.17 0.38 -0.753
H -0.55 -3.40 -4.37 0.369
H -1.87 -2.43 -3.73 0.221
H -1.63 -4.08 -3.14 0.327
H 0.44 -0.96 -3.54 0.350
H 1.87 -0.03 -1.74 0.521
H 0.70 -3.21 0.85 0.390
H -0.70 -4.17 -0.96 0.223
```

For the frontier orbital gap (alpha / beta), the calculation gives 0.233 / 0.234 hartree. Its molecular weight is 543.97 g/mol. The spin multiplicity is 3. Its total charge is -2. The total energy comes out at -76252.6602 eV. The expectation value of S² is 2.010. Its HOMO energy (alpha / beta) is -1.577 / -1.644 eV.